Entry from the OMol25 dataset: a 5-piece molecular cluster, C31H36BClN3O17 overall (wB97M-V/def2-TZVPD).

```
! wB97M-V def2-TZVPD RIJCOSX def2/J DEFGRID3
* xyz 1 1
C 2.0812 -0.2098 0.5478
C 1.0425 0.7918 -0.0516
C -0.0779 1.2204 0.9295
Cl -0.9698 -0.2977 1.3795
N -1.0499 2.1213 0.2120
C -0.4133 3.4412 -0.1853
C 0.2208 4.2391 0.9982
N 1.6858 4.4638 0.8480
B -2.3572 2.3192 1.0040
O -2.2816 2.7564 2.3382
N -3.6790 2.1172 0.4475
C -3.7632 2.4069 -0.9926
C -4.2816 0.8157 0.8016
H 2.4622 -0.8192 -0.2885
H 1.6755 -0.8798 1.3131
H 2.9440 0.3786 0.8962
H 1.6072 1.6242 -0.4939
H 0.5442 0.2716 -0.8948
H 0.2723 1.6507 1.8711
H -1.2311 1.6369 -0.6757
H -1.2331 4.0407 -0.6184
H 0.3011 3.3078 -1.0117
H -0.2703 5.2261 1.0066
H 0.0688 3.7876 1.9852
H 2.0238 4.0594 -0.0196
H 2.1224 3.9005 1.5706
H -1.7474 2.1571 2.8697
H -3.2368 1.5853 -1.5481
H -3.2928 3.3542 -1.2879
H -4.8029 2.3604 -1.3495
H -4.5395 0.8588 1.8730
H -3.6464 -0.0594 0.5993
H -5.2507 0.7581 0.2782
C 2.6853 -0.9951 5.8333
C 1.7879 -1.4559 4.9620
C 1.7643 -2.8847 4.5375
O 0.9103 -3.2498 3.7504
C 2.7786 -3.7812 5.0857
C 3.6819 -3.3232 5.9576
C 3.6890 -1.8979 6.4022
O 4.5170 -1.5313 7.2084
O 4.6257 -4.1183 6.4767
O 0.8484 -0.6616 4.4129
H 2.7089 0.0388 6.1489
H 2.7623 -4.8111 4.7576
H 5.1450 -3.5522 7.0737
H 0.3343 -1.2449 3.8285
C -3.9817 -2.4706 6.3187
C -3.4099 -2.0200 5.2006
C -3.4766 -0.5798 4.8116
O -2.9211 -0.2094 3.7878
C -4.2139 0.3332 5.6790
C -4.7903 -0.1170 6.7975
C -4.7016 -1.5519 7.2014
O -5.2256 -1.9084 8.2344
O -5.4740 0.6936 7.6111
O -2.7437 -2.8405 4.3690
H -3.9379 -3.5104 6.6114
H -4.2697 1.3704 5.3781
H -5.7850 0.1290 8.3408
H -2.4293 -2.2775 3.6453
C -0.2948 -0.8654 -5.3514
C 0.2645 0.0132 -4.5201
C -0.4110 1.2917 -4.1610
O 0.1368 2.0535 -3.3760
C -1.7055 1.5817 -4.7679
C -2.2684 0.7049 -5.6052
C -1.6044 -0.5893 -5.9443
O -2.1618 -1.3605 -6.6936
O -3.4512 0.9413 -6.1787
O 1.4703 -0.2121 -3.9535
H 0.1858 -1.7959 -5.6176
H -2.1766 2.5211 -4.5131
H -3.6341 0.1610 -6.7323
H 1.6454 0.5670 -3.3996
C 3.5373 -0.9623 -8.3690
C 4.5680 -1.6712 -8.8381
C 5.5415 -2.3382 -7.9231
O 6.4508 -2.9863 -8.3969
C 5.3520 -2.1738 -6.4814
C 4.3232 -1.4633 -6.0148
C 3.3367 -0.8171 -6.9292
O 2.4058 -0.1901 -6.4525
O 4.1176 -1.2940 -4.6979
O 4.7811 -1.8207 -10.1514
H 2.8263 -0.4761 -9.0222
H 6.0709 -2.6476 -5.8279
H 3.3079 -0.7568 -4.6313
H 5.5800 -2.3715 -10.2244
*
```

The value obtained for the max |F| is 3.4 eV/A. The calculation puts the energy above the lowest of the compared OMol25 structures with the same formula, charge and spin at 141.8 kJ/mol. The calculation puts the highest occupied orbital energy at -11.3 eV.

Results of the Mulliken charge analysis, in e, for atoms 1 through 4:
1 C -1.310
2 C -0.394
3 C -0.422
4 Cl -0.120